{
  "formula": "C41H47Cl2CrN8O5P2S2",
  "method": "ωB97M-V with the def2-TZVPD basis set",
  "elements": ["Cr", "S", "C", "N", "C", "C", "C", "C", "C", "C", "S", "H", "H", "H", "H", "C", "N", "C", "P", "O", "O", "P", "O", "N", "C", "C", "N", "C", "C", "N", "C", "C", "H", "H", "H", "H", "H", "H", "H", "H", "H", "H", "H", "H", "H", "H", "H", "H", "H", "H", "H", "H", "H", "H", "H", "H", "N", "C", "C", "C", "C", "C", "N", "C", "H", "H", "H", "H", "C", "C", "C", "C", "C", "C", "H", "H", "H", "H", "H", "Cl", "C", "C", "C", "C", "C", "Cl", "C", "N", "C", "C", "C", "C", "C", "C", "C", "C", "O", "O", "H", "H", "H", "H", "H", "H", "H", "H", "H", "H"],
  "positions_angstrom": [[-0.089711, 0.851127, 0.726520], [-1.189744, 3.678045, 1.612053], [0.464388, 3.675528, 1.135327], [1.135213, 2.596101, 0.823548], [2.408141, 2.896720, 0.376527], [3.338526, 1.968491, -0.086357], [4.569003, 2.435853, -0.499753], [4.879406, 3.799334, -0.462037], [3.956643, 4.725946, -0.018220], [2.715419, 4.260721, 0.397654], [1.346641, 5.166975, 0.978072], [3.069783, 0.921481, -0.146918], [5.301539, 1.735617, -0.875067], [5.850299, 4.135500, -0.795895], [4.189348, 5.779676, -0.001473], [1.291935, -3.128163, 4.916524], [0.785755, -1.917490, 4.284568], [0.085407, -1.052034, 5.221931], [1.606481, -1.146240, 3.073718], [0.725674, -0.199011, 2.353169], [2.140050, -2.412642, 2.265743], [2.285450, -2.687808, 0.661547], [2.519896, -1.428031, -0.050413], [3.529216, -3.755140, 0.522518], [3.518332, -5.019807, 1.224068], [4.852643, -3.269791, 0.183661], [0.923625, -3.578145, 0.375393], [-0.335381, -3.225273, 1.029367], [0.743031, -3.947170, -1.026057], [2.939739, -0.367273, 3.651925], [4.104636, -1.140317, 4.037662], [3.258199, 0.994772, 3.252206], [1.996915, -2.905626, 5.725540], [1.772052, -3.771089, 4.187177], [0.448245, -3.670740, 5.348329], [0.765203, -0.628966, 5.970071], [-0.674139, -1.643242, 5.735968], [-0.412651, -0.248711, 4.682304], [2.493510, -5.316253, 1.432416], [4.074197, -4.956009, 2.167437], [3.982772, -5.790369, 0.604009], [4.765891, -2.314189, -0.324810], [5.343180, -3.983643, -0.480829], [5.474069, -3.151564, 1.078436], [-0.204644, -3.193809, 2.109771], [-1.064484, -4.000622, 0.791261], [-0.725792, -2.265691, 0.687156], [1.705137, -4.189007, -1.468636], [0.280269, -3.136803, -1.598106], [0.103427, -4.829478, -1.074984], [3.819232, -2.131430, 4.382208], [4.622173, -0.630092, 4.851927], [4.797201, -1.251898, 3.196808], [2.366277, 1.494216, 2.886406], [4.016666, 1.007524, 2.465351], [3.639941, 1.541716, 4.117050], [-3.453716, -2.759551, -3.050495], [-3.289545, -2.207554, -2.052397], [-3.069826, -1.539452, -0.821456], [-4.063172, -1.575665, 0.236645], [-3.817245, -0.963981, 1.393750], [-2.551506, -0.195382, 1.645100], [-1.543852, -0.341986, 0.594898], [-1.878183, -0.909491, -0.578197], [-4.982508, -2.121680, 0.073644], [-4.537230, -1.004109, 2.200180], [-2.112161, -0.535332, 2.596725], [-1.104316, -0.886549, -1.335599], [-3.314065, 1.788667, 4.154382], [-3.732252, 1.655447, 2.893353], [-2.754299, 1.349728, 1.800462], [-1.337919, 1.882385, 2.052436], [-0.978100, 1.845230, 3.493648], [-1.894619, 1.771399, 4.467401], [-4.018453, 1.948794, 4.959003], [-4.786418, 1.706578, 2.652766], [-3.119332, 1.712547, 0.833781], [0.073219, 1.948372, 3.745023], [-1.591992, 1.785816, 5.507077], [-4.134019, 1.252177, -3.124552], [-4.410694, 2.221669, -4.532416], [-5.716116, 2.555502, -4.853380], [-5.982716, 3.429265, -5.892985], [-4.931396, 3.979366, -6.607908], [-3.636073, 3.616204, -6.296578], [-2.332641, 4.314792, -7.220013], [-3.324995, 2.712952, -5.271796], [-2.013631, 2.401947, -4.974692], [-1.534995, 1.072601, -4.863617], [-2.116745, 0.054521, -5.610798], [-1.663121, -1.244555, -5.496844], [-0.596217, -1.529726, -4.658974], [-0.007573, -0.516366, -3.923644], [-0.475969, 0.793019, -3.999530], [0.090458, 1.873707, -3.106678], [0.101791, 1.413434, -1.669769], [0.934043, 0.588637, -1.239936], [-0.790291, 1.837933, -0.873882], [-6.513499, 2.142878, -4.255273], [-7.000942, 3.694883, -6.132206], [-5.103874, 4.677822, -7.412557], [-1.346509, 3.051784, -5.368271], [-2.944522, 0.289729, -6.264861], [-2.145418, -2.032360, -6.055945], [-0.238000, -2.544345, -4.560339], [0.808194, -0.737175, -3.246983], [-0.534968, 2.763268, -3.165887], [1.113700, 2.130428, -3.395583]],
  "forces_ev_per_angstrom": [[0.235, 0.261, 0.092], [-0.002, -0.023, 0.027], [-0.069, -0.027, 0.003], [-0.443, 0.084, 0.294], [0.278, 0.127, -0.094], [-0.001, -0.012, 0.000], [0.014, 0.046, -0.004], [0.020, -0.034, -0.007], [-0.018, -0.036, 0.008], [0.037, -0.038, -0.012], [0.002, -0.171, -0.020], [0.029, -0.046, 0.015], [0.048, -0.038, -0.018], [0.057, 0.020, -0.018], [0.028, 0.090, 0.000], [-0.044, -0.052, -0.007], [0.233, -0.008, -0.202], [-0.120, 0.113, -0.018], [0.124, -0.223, 0.365], [0.046, 0.194, -0.489], [-0.114, 0.014, 0.188], [-0.095, -0.244, -0.083], [0.168, 0.076, -0.017], [-0.294, 0.238, -0.026], [-0.047, -0.174, 0.075], [0.100, 0.085, -0.073], [0.437, 0.138, 0.096], [-0.087, -0.082, 0.113], [-0.080, -0.038, -0.076], [-0.310, -0.054, -0.203], [0.056, -0.084, 0.110], [-0.007, 0.128, -0.005], [0.013, 0.002, 0.018], [0.053, -0.056, -0.058], [0.026, 0.011, -0.016], [0.006, 0.026, 0.040], [-0.011, 0.031, -0.008], [0.037, -0.053, 0.099], [-0.017, -0.040, 0.021], [-0.009, -0.019, -0.002], [0.004, 0.003, 0.023], [0.043, 0.033, -0.018], [0.018, -0.003, -0.006], [0.026, 0.018, 0.004], [-0.045, -0.021, 0.009], [0.003, -0.029, 0.041], [0.166, -0.366, 0.228], [0.078, -0.027, -0.101], [-0.013, -0.032, -0.043], [-0.010, 0.024, -0.050], [0.012, -0.042, 0.020], [0.019, -0.031, 0.001], [0.040, -0.014, -0.004], [0.005, 0.035, -0.010], [0.001, 0.024, -0.037], [0.009, 0.011, -0.004], [-0.079, -0.116, -0.084], [0.123, 0.043, -0.152], [0.465, 0.240, 0.018], [0.000, 0.042, 0.187], [-0.034, -0.005, 0.048], [-0.086, 0.069, 0.190], [-0.103, 0.327, -0.239], [-0.635, -0.099, -0.236], [-0.033, -0.004, 0.000], [-0.028, 0.017, 0.038], [-0.020, 0.025, -0.032], [0.001, -0.043, -0.121], [-0.108, -0.023, -0.099], [-0.036, -0.001, 0.027], [-0.045, -0.101, -0.049], [0.008, 0.104, -0.150], [0.033, -0.008, 0.070], [0.146, 0.057, -0.010], [-0.066, 0.022, 0.039], [-0.050, 0.007, -0.002], [0.023, -0.038, 0.036], [0.011, 0.016, 0.024], [0.035, -0.018, 0.044], [0.089, -0.062, -0.047], [-0.034, 0.072, 0.026], [0.080, -0.034, 0.016], [0.096, 0.015, -0.017], [-0.049, -0.019, 0.037], [-0.009, -0.043, -0.047], [0.001, 0.003, -0.009], [-0.208, 0.068, -0.116], [0.302, 0.295, 0.154], [-0.004, -0.167, 0.036], [0.018, -0.003, 0.047], [0.013, -0.015, -0.017], [0.007, -0.005, -0.004], [0.036, -0.003, -0.037], [-0.102, -0.018, 0.044], [0.071, 0.116, 0.081], [-0.178, 0.038, -0.266], [0.167, -0.388, 0.314], [-0.231, 0.180, 0.145], [-0.069, -0.032, 0.038], [-0.063, 0.015, -0.018], [-0.017, 0.035, -0.038], [-0.096, -0.102, 0.012], [-0.065, 0.015, -0.060], [-0.029, -0.056, -0.015], [0.016, -0.067, -0.009], [0.040, 0.003, 0.016], [0.075, -0.031, 0.014], [-0.019, -0.039, 0.011]],
  "e_tot_ev": -159157.9909,
  "mol_weight_g_mol": 980.86,
  "spin_multiplicity": 2,
  "relative_energy_kcal_mol": 14.6,
  "lumo_ev": [-0.1670, 0.3048]
}